Entry 1:
294
Properties=species:S:1:pos:R:3:mulliken_charge:R:1 method="wB97M-V/def2-TZVPD" lumo_ha=0.021 multiplicity=1 molar_mass_g_mol=1600.4 de_lowest_kcal_mol=106.0 e_tot_ev=-143567.841 homo_energy_ev=-8.118 gap_ev=8.68
C 1.58763 3.50261 -0.28930 -1.454
C 1.77148 2.13077 0.44681 2.689
C 2.64338 2.09044 1.68339 -1.003
O 3.96154 2.50289 1.41491 -0.381
C 4.89913 2.19190 2.43531 -0.415
N 0.43796 1.64630 0.76655 0.211
H 2.53489 4.03455 -0.37775 0.626
H 0.90978 4.19568 0.20896 0.266
H 1.24247 3.29286 -1.30171 0.077
H 2.17285 1.40740 -0.26293 -1.417
H 2.64511 1.01013 1.82845 0.205
H 2.17801 2.52990 2.56566 0.489
H 4.98570 1.12050 2.61611 -0.205
H 4.62453 2.54117 3.43065 0.331
H 5.90663 2.48819 2.14331 0.435
H 0.05596 2.24594 1.48391 0.610
H 0.52834 0.74714 1.21761 -0.849
C -0.39985 -5.31473 -1.89165 -0.027
C 0.26679 -6.49706 -1.20344 0.581
C -0.17964 -6.64793 0.23508 -1.526
O -0.19079 -5.44231 1.03040 0.600
C -0.76476 -5.63257 2.29870 -1.353
N -0.03758 -7.70581 -1.98023 -0.791
H -0.24076 -5.30892 -2.96997 0.546
H -0.12491 -4.33724 -1.49537 -1.250
H -1.47436 -5.41031 -1.73549 0.630
H 1.33253 -6.29764 -1.09149 0.154
H 0.40555 -7.38895 0.77965 0.379
H -1.16916 -7.10427 0.20831 0.526
H -0.70449 -4.72326 2.89671 -0.051
H -0.32426 -6.46525 2.84705 0.494
H -1.82992 -5.84800 2.21433 0.453
H -0.13429 -7.42636 -2.94597 0.355
H -0.98862 -7.92666 -1.72166 0.374
C 3.20503 -0.63664 -5.14262 -1.281
C 2.30237 -0.99596 -3.91041 2.033
C 2.81682 -2.23428 -3.07652 0.142
O 2.42245 -3.49500 -3.69974 -0.654
C 2.71866 -4.62404 -2.93615 0.018
N 2.40024 0.17748 -3.01459 -0.657
H 4.21485 -0.42427 -4.79153 0.343
H 2.81251 0.20688 -5.71050 0.111
H 3.13492 -1.50806 -5.79362 0.377
H 1.24194 -0.96328 -4.16046 -0.424
H 2.44397 -2.21706 -2.05242 -0.574
H 3.90519 -2.18138 -3.04914 0.335
H 2.32587 -5.55036 -3.35536 0.508
H 2.28156 -4.58143 -1.93854 -0.877
H 3.79574 -4.69586 -2.78505 0.382
H 1.78162 -0.03767 -2.24574 -0.568
H 1.80509 0.90275 -3.38861 0.256
C -4.18960 -3.79179 5.88109 -1.542
C -2.90742 -3.45464 6.65920 0.196
C -1.62557 -3.86010 5.93423 0.681
O -1.50372 -5.28160 5.73393 -0.158
C -1.42190 -6.05464 6.95347 -0.967
N -3.01070 -2.00258 6.90195 -0.506
H -4.27605 -3.22666 4.95306 0.267
H -5.05456 -3.62453 6.52295 0.464
H -4.19034 -4.86166 5.67257 0.351
H -2.85616 -3.93123 7.63815 0.563
H -0.80283 -3.54492 6.57600 0.172
H -1.54735 -3.31007 4.99644 -0.956
H -2.22167 -5.89965 7.67766 0.302
H -0.48301 -5.73697 7.40699 0.392
H -1.36908 -7.13452 6.81503 0.306
H -3.68871 -1.76366 7.61139 0.302
H -3.39724 -1.65369 6.03651 0.103
C -1.53159 -4.12831 -7.11960 -1.938
C -0.62380 -3.41558 -6.10054 2.360
C -1.31906 -3.42196 -4.72705 -0.200
O -2.41859 -2.58282 -4.81826 -0.156
C -3.38545 -2.81746 -3.81389 -0.841
N 0.62200 -4.09614 -5.89491 -0.450
H -1.70314 -5.18547 -6.91690 0.455
H -1.15236 -4.26507 -8.13231 0.424
H -2.54473 -3.73587 -7.20698 0.311
H -0.50095 -2.40248 -6.48345 -1.480
H -0.68884 -3.20890 -3.86360 -0.306
H -1.51664 -4.47485 -4.52587 0.532
H -4.26460 -2.19337 -3.97415 0.350
H -2.90236 -2.84322 -2.83713 0.194
H -3.71571 -3.85448 -3.87418 0.404
H 1.15668 -4.34679 -6.71430 0.288
H 1.28678 -3.73144 -5.22771 0.314
C 1.53451 6.60573 -3.13542 -1.374
C 0.30170 7.08117 -3.87852 1.481
C -1.05046 6.97948 -3.19156 -1.381
O -1.24520 5.61436 -2.67447 0.199
C -1.46701 5.71516 -1.30524 -0.479
N 0.58054 8.42612 -4.28591 -0.722
H 1.53813 5.57989 -2.76700 0.027
H 1.66328 7.21571 -2.24130 0.425
H 2.43726 6.70263 -3.73855 0.383
H 0.25360 6.47651 -4.78415 -0.272
H -1.92068 7.09247 -3.83812 0.212
H -1.26081 7.72880 -2.42842 0.689
H -0.80454 6.43653 -0.82685 0.479
H -1.28125 4.74322 -0.84815 -0.424
H -2.52680 5.87582 -1.10749 0.281
H 1.20435 8.51454 -5.07531 0.269
H 0.99270 9.02882 -3.58806 0.259
C -5.90061 3.52657 1.42195 -0.839
O -4.79959 3.41481 0.50227 -0.198
C -3.80201 2.40598 0.92266 -0.835
C -4.29928 1.00228 0.51811 0.687
N -4.55708 1.04145 -0.90767 0.095
C -5.15698 -0.14438 -1.41612 1.074
C -5.95651 0.10547 -2.79501 -1.091
O -7.06491 -0.74884 -2.95051 -0.429
C -8.24136 -0.18314 -2.32739 -0.838
H -6.50375 2.63134 1.57320 0.171
H -6.48673 4.40149 1.14073 0.332
H -5.51744 3.73735 2.42037 0.362
H -3.65304 2.38699 2.00228 0.368
H -2.88445 2.68091 0.40249 -0.010
H -5.23512 0.86604 1.06011 0.091
H -3.47831 0.34788 0.81113 -0.709
H -4.83690 1.93691 -1.28178 0.264
H -5.90683 -0.46036 -0.69087 0.393
H -4.44059 -0.96413 -1.46978 -0.843
H -5.29531 -0.22906 -3.59438 0.252
H -6.18587 1.16556 -2.90316 0.633
H -8.11221 0.58364 -1.56354 0.323
H -8.85297 -1.04519 -2.06115 0.264
H -8.71480 0.31744 -3.17200 0.339
C 4.88709 -0.58328 -0.55924 -0.694
O 4.43195 -1.78406 0.03534 0.402
C 5.41491 -2.88071 0.08087 -1.218
C 4.64248 -4.20680 0.38197 0.048
N 4.17552 -4.23971 1.75244 -0.324
C 2.99568 -5.07539 2.05057 0.286
C 2.69661 -5.36180 3.57403 -1.616
O 2.15685 -4.20926 4.25428 0.463
C 2.26698 -4.46408 5.64830 -1.130
H 5.21774 -0.60798 -1.59757 0.363
H 5.71690 -0.19792 0.03321 0.351
H 4.03665 0.09736 -0.51934 -0.069
H 6.14565 -2.64870 0.85565 0.316
H 5.84290 -3.11241 -0.89445 0.435
H 5.35411 -5.02384 0.26309 0.473
H 3.81319 -4.28522 -0.32106 -0.162
H 3.83490 -3.29830 1.88594 0.063
H 3.16556 -5.96038 1.43735 0.713
H 2.10011 -4.59710 1.65395 -0.449
H 3.56019 -5.83878 4.03752 0.549
H 1.94246 -6.14095 3.68484 0.430
H 3.33498 -4.38627 5.85179 0.380
H 2.02546 -5.48371 5.94853 0.299
H 1.77358 -3.66785 6.20568 0.230
C -7.34509 1.65942 4.07402 -0.936
O -6.37848 0.87305 3.41865 -0.203
C -6.65195 -0.55467 3.52558 -1.294
C -5.43968 -1.32819 3.06417 0.093
N -4.23837 -0.94104 3.81697 0.114
C -3.00068 -1.31501 3.14327 -0.628
C -2.85597 -2.63890 2.31036 0.347
O -3.60812 -2.52742 1.07981 -0.255
C -3.43678 -3.58130 0.14809 -0.940
H -7.37264 1.25494 5.08582 0.386
H -8.35089 1.74936 3.66368 0.307
H -6.97198 2.68016 4.15761 0.262
H -7.49399 -0.87023 2.90957 0.437
H -7.03997 -0.89971 4.48396 0.641
H -5.36561 -1.11969 1.99686 -0.272
H -5.57806 -2.39587 3.23445 0.430
H -4.27795 0.04074 4.05076 0.449
H -2.23344 -1.23675 3.91355 -0.054
H -2.52163 -0.55005 2.53218 -0.045
H -3.29473 -3.46307 2.87277 0.961
H -1.80591 -2.84152 2.09960 -0.481
H -3.91560 -4.44115 0.61658 0.442
H -2.41980 -3.80254 -0.17580 0.151
H -4.03935 -3.42446 -0.74656 0.377
C 12.60227 0.99542 6.47634 -0.737
O 11.37789 0.26305 6.48896 -0.314
C 10.59185 0.34194 5.33316 -0.688
C 9.26763 -0.32932 5.57474 -0.470
N 8.47219 0.38242 6.58769 -0.278
C 7.06128 -0.03446 6.76652 -0.959
C 6.15714 0.55693 5.68921 -0.424
O 4.93135 -0.15555 5.59738 -0.073
C 4.82322 -1.09160 4.53123 -0.201
H 13.11046 0.72259 7.40122 0.231
H 12.41588 2.06835 6.52311 0.304
H 13.14514 0.73667 5.56725 0.296
H 11.13612 -0.15180 4.52811 0.402
H 10.46340 1.37882 5.02252 0.332
H 9.26086 -1.39219 5.81632 0.366
H 8.74115 -0.30403 4.62065 0.311
H 9.02205 0.34530 7.43408 0.241
H 6.79854 0.41804 7.72273 0.296
H 7.06823 -1.12039 6.86031 0.358
H 6.73769 0.49085 4.76905 0.217
H 5.86482 1.59267 5.86207 0.493
H 5.72021 -1.70792 4.47082 0.509
H 4.41550 -0.65187 3.62101 -0.166
H 4.01080 -1.78136 4.75991 -0.058
C 0.72893 4.46066 -7.84725 -0.028
O 2.06905 4.08587 -8.20905 -0.414
C 2.25358 2.94680 -9.08435 -0.921
C 1.84589 1.57859 -8.52944 -0.345
N 0.44525 1.17355 -8.79007 0.088
C 0.03299 -0.01589 -7.95488 -0.030
C -1.48685 -0.33556 -8.23009 0.027
O -1.95833 -0.85673 -9.50825 -0.469
C -1.07795 -1.75636 -10.14524 -0.372
H 0.81996 5.28960 -7.14535 0.146
H 0.23928 3.61295 -7.36794 -0.209
H 0.10620 4.83317 -8.66060 0.348
H 3.33844 3.03583 -9.14155 0.367
H 1.96820 3.13929 -10.11857 0.337
H 2.08442 1.57694 -7.46586 -0.019
H 2.56333 0.93106 -9.03349 0.502
H 0.24911 1.11965 -9.77938 0.355
H 0.06938 0.22113 -6.89159 -0.382
H 0.68567 -0.88661 -8.01776 0.413
H -2.12363 0.50902 -7.96684 0.141
H -1.72971 -1.16965 -7.57175 0.012
H -0.84209 -2.58930 -9.48291 -0.035
H -0.10827 -1.35784 -10.44356 0.218
H -1.50083 -2.27932 -11.00302 0.330
C 2.44243 2.91070 11.70249 -0.762
O 2.56177 2.31987 10.39533 -0.270
C 3.62286 2.96464 9.69112 -0.892
C 3.81394 2.27261 8.31853 -0.048
N 2.87594 2.81450 7.36013 -0.348
C 2.76660 1.99438 6.13054 -0.487
C 1.99940 0.65890 6.23311 1.020
O 0.60046 0.95903 6.34073 -0.453
C -0.27451 -0.02566 6.81661 -0.663
H 2.24371 3.98118 11.65062 0.317
H 3.44532 2.88037 12.12838 0.313
H 1.73417 2.39774 12.35315 0.238
H 4.57639 2.84405 10.20525 0.485
H 3.43784 4.03880 9.68311 0.410
H 3.77405 1.18337 8.31117 0.167
H 4.80979 2.44984 7.91235 0.214
H 1.96814 2.87722 7.79839 0.386
H 3.77431 1.81323 5.75662 -0.568
H 2.22275 2.49080 5.32687 0.315
H 2.45420 0.11847 7.06329 0.435
H 2.12649 0.05328 5.33579 -0.515
H -1.15779 0.57596 7.03098 0.307
H 0.07118 -0.46305 7.75325 0.375
H -0.49409 -0.80419 6.08601 0.078
C -2.95770 3.99116 -8.36941 -0.653
O -3.07757 4.39222 -7.01351 -0.290
C -3.77838 3.45771 -6.20590 -0.390
C -4.13654 4.02648 -4.86659 -0.096
N -4.75625 5.30116 -4.92836 -0.325
C -4.92052 5.93738 -3.62068 0.651
C -5.84809 7.16961 -3.76244 -0.797
O -6.55910 7.61872 -2.52923 -0.323
C -7.67348 8.44583 -2.88425 -0.770
H -2.77482 4.90271 -8.93839 0.296
H -3.79374 3.49203 -8.85932 0.355
H -2.09460 3.34235 -8.51839 0.036
H -3.15805 2.56384 -6.14026 0.145
H -4.73541 3.21115 -6.66567 0.528
H -3.21750 4.16063 -4.29611 -0.084
H -4.81093 3.34448 -4.34873 0.148
H -4.14079 5.85167 -5.50997 0.328
H -3.90778 6.19476 -3.31053 -0.624
H -5.26833 5.29366 -2.81275 0.323
H -6.62000 7.01777 -4.51688 0.417
H -5.25608 8.04582 -4.02679 0.292
H -7.40083 9.32505 -3.46795 0.295
H -8.13777 8.83445 -1.97790 0.260
H -8.44970 7.86236 -3.37940 0.330
C 0.13619 2.44584 -4.65378 -0.600
O -0.11432 1.23095 -3.98615 0.560
C -1.08789 1.18821 -2.92132 -1.975
C -1.14769 -0.18380 -2.17903 0.398
N -0.04551 -0.44176 -1.31225 1.274
C -0.38017 -1.57913 -0.40414 -0.480
C 0.82298 -1.88440 0.58024 0.440
O 0.57707 -1.10235 1.76943 0.715
C 1.10272 -1.60671 3.01359 0.185
H -0.75188 2.65924 -5.24867 -0.157
H 1.02901 2.41026 -5.27803 0.297
H 0.20148 3.22590 -3.89527 0.401
H -2.05000 1.44502 -3.36457 0.402
H -0.79391 2.02370 -2.28599 0.222
H -1.15298 -0.94877 -2.95548 -0.489
H -2.06645 -0.13515 -1.59454 0.062
H 0.24173 0.29609 -0.68521 0.058
H -0.59778 -2.41583 -1.06800 -0.447
H -1.32587 -1.47079 0.12690 -0.161
H 1.82198 -1.59486 0.25425 -0.007
H 0.89607 -2.95698 0.76005 -0.665
H 0.75928 -0.87198 3.74182 0.137
H 2.19205 -1.61749 3.05036 0.221
H 0.59492 -2.51249 3.34495 -0.887

Entry 2:
18
Properties=species:S:1:pos:R:3:mulliken_charge:R:1 method="wB97M-V/def2-TZVPD" lumo_ha="0.027 / -0.106" multiplicity=4 molar_mass_g_mol=133.1 de_lowest_kcal_mol=37.7 e_tot_ev=-13511.710 homo_energy_ev="-6.258 / -9.170" s2=3.77 gap_ev="6.98 / 6.27"
O -2.17853 1.17347 -0.44874 -0.128
O -3.37755 0.61204 -0.57478 -0.287
C 0.73156 -1.99195 1.58393 -1.062
C 1.06179 -0.55903 1.14435 0.551
O 2.18558 -0.10937 1.03878 -0.388
C -0.17666 0.33307 0.92042 -0.795
C -0.65945 0.31938 -0.52855 0.269
C 0.23524 1.22381 -1.42618 -0.449
O 0.00452 0.71926 -2.75764 -0.508
H -0.36024 -2.16281 1.55416 0.288
H 1.25638 -2.67456 0.89427 0.306
H 1.11393 -2.08329 2.61725 0.317
H -0.98511 -0.00168 1.59714 0.316
H 0.15812 1.38372 1.05588 0.312
H -0.91872 -0.62991 -0.98108 0.379
H 0.08522 2.31614 -1.23144 0.324
H 1.25685 0.93401 -1.07281 0.249
H 0.56706 1.19770 -3.38497 0.306

Entry 3:
2
Properties=species:S:1:pos:R:3:mulliken_charge:R:1 method="wB97M-V/def2-TZVPD" lumo_ha="-0.462 / -0.689" multiplicity=3 molar_mass_g_mol=143.3 de_lowest_kcal_mol=0.0 total_charge=+2 e_tot_ev=-16493.187 homo_energy_ev="-25.379 / -25.177" s2=2.00 gap_ev="12.80 / 6.43"
Ag -1.10144 -0.73577 0.25969 1.061
Cl 1.10144 0.73577 -0.25969 0.939